Here is a 2-piece molecular cluster, C8H17BFO5P overall in a non-equilibrium geometry from the OMol25 dataset. Energies are from ωB97M-V with the def2-TZVPD basis set.

Properties
Structure (SMILES) ... O=C1OC[C@@H](F)O1.CCCCOBP(C)O
HOMO-LUMO gap ... 8.6 eV
Lowest unoccupied orbital energy ... 0.337 eV
Highest occupied orbital energy ... -8.2 eV

The geometry in XYZ format:
```
33
Properties=species:S:1:pos:R:3:forces:R:3
O -1.7734 -4.3882 0.8224 0.055 -0.058 0.040
C -1.3716 -3.5616 1.5661 -0.092 -0.097 -0.081
O -2.0668 -3.0609 2.6178 0.205 0.115 0.024
C -1.1998 -2.1836 3.3450 -0.189 0.087 0.131
C -0.1840 -1.8016 2.2920 0.120 -0.175 -0.004
F 1.0471 -1.5935 2.8197 0.025 -0.039 -0.018
O -0.1510 -2.9569 1.4714 -0.215 0.265 -0.034
H -0.7346 -2.7278 4.1679 0.130 0.010 -0.052
H -1.7517 -1.3344 3.7384 -0.154 -0.059 -0.109
H -0.4605 -0.9358 1.6857 0.104 0.060 0.025
C 3.8276 0.5657 -1.5667 -0.299 0.316 0.075
C 2.9538 1.6640 -0.9778 -0.839 -0.736 -0.263
C 1.4675 1.2369 -1.0002 0.504 0.311 -0.245
C 0.7274 1.9808 0.0825 0.141 -0.021 0.637
O -0.6687 1.6715 0.1734 0.326 -0.074 -0.904
B -1.4487 2.1075 -0.8777 -0.700 -0.327 0.397
P -2.1237 0.7323 -2.0033 0.378 0.129 -0.021
C -2.5331 -0.6051 -0.8125 -0.046 0.332 0.248
O -3.5789 1.1866 -2.6787 0.225 0.314 -0.168
H 4.8579 0.8914 -1.6479 0.237 -0.135 -0.022
H 3.4461 0.3287 -2.5550 0.118 -0.071 -0.281
H 3.7534 -0.3440 -0.9811 0.176 -0.144 0.194
H 3.0257 2.5393 -1.6134 0.258 0.439 0.234
H 3.2086 1.8943 0.0524 0.402 0.199 0.070
H 1.3815 0.1606 -0.8728 -0.107 -0.179 0.155
H 1.0880 1.4727 -1.9923 -0.335 -0.047 -0.103
H 0.9002 3.0531 -0.0186 -0.230 0.222 -0.108
H 1.1666 1.6858 1.0322 -0.040 0.007 0.248
H -1.6242 3.2662 -1.1133 0.352 0.158 -0.141
H -3.5685 -0.9116 -0.9072 -0.093 -0.203 -0.240
H -2.3988 -0.2517 0.2037 -0.021 0.154 0.194
H -1.8483 -1.4314 -0.9449 -0.093 -0.367 -0.244
H -3.3651 1.6509 -3.5074 -0.302 -0.385 0.365
```
Forces are in eV/Å.